(1)
Entry from the OMol25 dataset: a molecular structure, C52H47BrFGaN4O8S2Si (wB97M-V/def2-TZVPD).

Energy above the lowest of the compared OMol25 structures with the same formula, charge and spin: 0.00 kJ/mol
E_LUMO: 0.1252 hartree
HOMO-LUMO gap: 6.4 eV
E_HOMO: -3.017 eV
Calculated total energy: -231721.0442 eV

Geometry as ORCA input:
```
! RIJCOSX wB97M-V def2-TZVPD def2/J DEFGRID3
* xyz -2 1
C -2.374 -1.011 -1.423
C 5.015 2.060 1.978
H -1.380 2.038 5.250
C 1.916 2.181 2.151
C -1.671 2.483 4.297
C 1.114 5.041 -2.202
H 4.073 5.424 -3.796
C 6.567 3.816 1.461
H -3.783 -4.680 2.893
O -1.285 -1.333 -0.980
F -3.884 -5.604 -1.184
H -6.622 -2.690 -4.536
O -2.276 2.645 -1.955
O 1.496 1.081 -1.129
C -5.258 -4.041 -2.268
C -3.956 1.567 4.616
H -2.006 3.511 4.489
C 0.300 -1.433 6.918
N 2.610 1.091 2.374
Br 4.790 2.669 -3.820
H -6.059 -4.076 2.130
C 0.473 -2.367 1.271
C 1.176 3.675 -1.988
N -4.795 -0.436 -2.822
C -3.244 2.430 2.369
H -2.442 2.476 1.633
H -3.546 3.454 2.623
H 0.815 -0.206 3.813
C -1.119 -0.663 4.624
H -4.946 0.044 2.122
C -5.479 -0.233 -5.169
Ga 0.260 0.446 0.467
C 3.252 4.946 -3.278
H 4.339 0.875 0.326
H -0.644 3.484 0.666
C 0.932 -3.676 1.260
C 2.542 -3.077 -0.405
C -3.104 -2.647 2.966
H 7.452 5.127 -0.592
N 0.833 2.172 1.385
C -2.794 1.679 3.627
Si -2.027 0.002 3.105
H -7.405 -0.740 -2.324
C 6.521 3.464 0.116
H -0.779 2.537 3.670
H 2.336 -5.061 0.400
H -4.094 1.947 1.884
H -4.672 0.465 -5.386
S 3.990 1.197 3.140
S 2.236 3.785 2.793
C 0.272 -0.569 4.677
C -2.776 0.345 -1.767
H 6.917 4.079 -1.772
C -4.678 -0.986 2.314
C 5.808 3.118 2.389
H 3.358 -3.347 -1.068
H -6.622 -1.695 1.738
C -4.045 -3.640 2.736
H 2.150 6.757 -2.990
H 0.569 5.429 2.011
C 4.979 1.689 0.641
C -3.395 -1.293 2.771
H 5.692 2.113 -1.328
C -4.574 -1.749 -2.422
C 2.075 -1.767 -0.388
C 0.980 -0.946 5.811
H -2.120 -2.929 3.321
C 2.167 5.685 -2.834
H 0.364 3.161 -1.497
C 0.851 4.394 1.948
O 3.919 2.046 4.316
C -5.513 -2.757 -2.707
C -3.406 -2.052 -1.713
H 0.476 -4.416 1.911
C -1.084 -1.553 6.881
C 2.268 2.912 -2.402
C -7.111 -0.962 -3.353
C 1.972 -4.038 0.416
H 7.181 4.652 1.775
H -3.643 1.074 5.539
H -2.861 -1.286 5.721
H -0.345 -2.094 1.921
C -3.918 0.538 -2.463
C -5.633 -1.970 2.090
H -6.145 0.945 -3.510
C -5.903 -0.102 -3.708
H -7.589 -3.060 -3.122
H -5.113 -1.237 -5.382
C 5.731 2.387 -0.283
H 2.059 -0.849 5.818
O 2.968 0.675 -2.766
C -5.320 -3.303 2.308
H -2.255 -3.565 -0.738
H -5.966 -4.838 -2.458
C -3.165 -3.356 -1.284
C -1.985 1.580 -1.405
H 5.798 3.402 3.432
C 2.256 1.412 -2.087
H -4.799 1.009 4.210
H 0.247 5.595 -1.865
H -6.317 -0.016 -5.834
O 4.521 -0.129 3.306
O -1.069 0.197 1.870
O -1.116 1.443 -0.497
H -7.946 -0.699 -4.006
C 0.238 3.399 1.280
C -6.766 -2.439 -3.480
H 2.523 -1.040 -1.049
H -4.171 1.547 -2.766
N 7.283 4.162 -0.836
H -1.618 -1.946 7.740
C -1.782 -1.172 5.743
C 3.282 3.573 -3.075
C -4.090 -4.322 -1.575
H -4.315 2.570 4.883
H 0.846 -1.727 7.807
C 1.029 -1.385 0.451
*
```

***

(2)
Entry from the OMol25 dataset: a single C7H8F2O molecule (wB97M-V/def2-TZVPD).

Energy above the lowest of the compared OMol25 structures with the same formula, charge and spin: 263.98 kJ/mol
E_LUMO: 0.0323 hartree
HOMO-LUMO gap: 8.7 eV
SMILES string: CC(C)c1occ(F)c1F
E_HOMO: -7.857 eV
Calculated total energy: -14866.8995 eV

Geometry as ORCA input:
```
! RIJCOSX wB97M-V def2-TZVPD def2/J DEFGRID3
* xyz 0 1
H 1.801 -1.476 0.168
H 2.081 -0.418 1.569
C -0.439 1.960 -1.795
F -2.333 0.395 -1.385
H 1.682 2.645 -1.524
C 0.023 -0.536 1.052
C 0.026 0.549 0.052
C -1.174 -1.437 0.714
C 1.397 -1.216 1.116
H -0.188 -0.160 2.061
H -1.479 -2.046 1.460
H -0.928 -2.076 -0.148
O 0.991 1.238 -0.257
H -1.979 -0.861 0.460
C 0.830 2.057 -1.226
F -0.776 2.630 -2.901
H 1.584 -2.178 1.799
C -1.122 0.930 -1.216
*
```

***

(3)
Entry from the OMol25 dataset: a molecular structure, C39H32CoN6O2S (wB97M-V/def2-TZVPD).

Energy above the lowest of the compared OMol25 structures with the same formula, charge and spin: 11.38 kJ/mol
E_LUMO: -0.1262 hartree
HOMO-LUMO gap: 7.1 eV
E_HOMO: -10.568 eV
Calculated total energy: -102451.8646 eV

Geometry as ORCA input:
```
! RIJCOSX wB97M-V def2-TZVPD def2/J DEFGRID3
* xyz 1 1
C -3.014 0.451 1.928
H -2.360 2.784 4.939
C 0.442 3.546 1.058
C 3.523 -0.298 -1.556
N -3.114 -0.700 -2.546
H 4.774 3.297 1.260
C -1.609 2.092 3.036
C -5.280 -0.809 -1.703
C 4.909 -4.186 5.436
O 2.764 3.346 1.107
H 1.324 -1.499 4.436
H -4.454 1.499 4.823
C 4.357 -0.982 -2.431
H 2.807 -2.668 6.040
H 1.439 3.400 2.818
H 2.239 0.368 -3.142
H -0.096 2.895 4.308
H -3.172 -0.224 1.101
O -0.912 1.075 1.029
C -0.375 2.741 3.269
H 4.153 4.696 0.348
C 3.896 -0.170 -0.220
H 2.612 4.380 -1.412
C -3.724 1.435 4.030
H -1.654 4.729 -1.297
H -2.812 -4.351 -0.966
C -0.725 4.449 -0.820
H 6.831 -1.856 -0.294
H -1.685 3.785 0.978
N 0.537 3.158 2.423
N -3.827 1.041 -1.187
C -0.450 -2.240 -1.807
C 2.220 0.279 -2.053
C 2.152 -2.097 4.079
C -1.110 -3.434 -2.074
H 5.359 -0.631 1.273
S -1.311 1.173 -2.125
Co -0.162 -0.018 -0.281
C 5.905 -1.421 -0.648
C -0.747 3.909 0.455
C -1.820 1.213 1.923
H -5.741 0.920 -0.499
C -4.275 -1.366 -2.437
C -2.854 0.486 -1.926
C 0.871 -0.898 0.968
C 0.479 4.610 -1.483
C 2.978 -2.748 4.976
C 3.439 -2.982 2.242
C -2.116 -3.539 -1.103
C 5.080 -0.730 0.232
C -4.987 0.417 -1.096
C 4.269 -3.634 3.135
H 6.189 -2.072 -2.672
C 1.664 3.706 0.394
C 2.375 -2.204 2.705
H 2.067 1.284 -1.651
H 4.085 -1.071 -3.477
H 5.093 -4.238 2.779
H -4.341 -2.318 -2.944
C 4.040 -3.516 4.504
C -2.014 -2.415 -0.283
H -2.334 -1.111 -3.048
C -3.931 0.574 2.932
C 1.679 4.238 -0.887
H 3.251 0.357 0.471
N 1.052 -0.521 -1.674
C -2.566 2.147 4.087
H 3.610 -3.063 1.177
H 0.496 5.031 -2.480
N -1.029 -1.615 -0.726
C 5.545 -1.544 -1.980
C 4.039 3.626 0.533
C 0.717 -1.594 -2.299
H 4.174 3.072 -0.396
H -2.597 -2.185 0.594
H 1.290 -1.969 -3.143
H -4.835 -0.023 2.896
H -6.233 -1.300 -1.588
N 5.605 -4.718 6.179
H -0.860 -4.143 -2.847
C 1.531 -1.519 1.769
*
```

***

(4)
Entry from the OMol25 dataset: 11 unconnected molecules or ions with the total composition C38H106N8O11 (wB97M-V/def2-TZVPD).

Energy above the lowest of the compared OMol25 structures with the same formula, charge and spin: 136.57 kJ/mol
E_LUMO: 0.0135 hartree
HOMO-LUMO gap: 9.4 eV
SMILES string: COC[C@H](C)N.COC[C@H](C)N.COC[C@H](C)N.COC[C@H](C)N.COC[C@H](C)N.COC[C@H](C)N.COC[C@H](C)N.COC[C@H](C)N.CCO.CCO.CCO
E_HOMO: -9.014 eV
Calculated total energy: -75563.4103 eV

Geometry as ORCA input:
```
! RIJCOSX wB97M-V def2-TZVPD def2/J DEFGRID3
* xyz 0 1
H -12.522 -10.101 1.503
H -18.194 -14.439 -6.694
H -14.217 -18.389 4.980
C -20.567 -23.358 0.259
C -15.116 -17.900 5.413
H -18.882 -25.463 0.088
H -12.878 -15.661 3.165
O -20.345 -20.759 4.401
N -19.050 -18.571 -6.347
O -17.046 -15.556 -5.355
H -17.729 -16.817 -0.697
H -19.631 -19.209 -1.563
H -18.802 -16.530 -3.648
C -18.800 -17.307 -5.653
H -18.000 -19.179 0.717
N -22.838 -22.519 -6.947
H -16.413 -17.586 3.084
H -11.553 -11.127 0.461
H -17.436 -16.506 -7.111
H -14.514 -20.263 -2.641
H -17.822 -13.361 -1.681
N -21.682 -17.066 0.097
C -12.445 -14.865 2.551
H -20.741 -24.256 2.157
H -19.986 -17.819 -3.974
C -13.510 -14.424 1.558
H -20.344 -22.397 3.134
H -20.769 -16.464 -2.326
H -14.214 -17.351 8.476
H -18.347 -18.188 -3.584
H -22.536 -24.926 0.812
H -20.662 -21.029 -6.237
H -19.543 -21.693 6.778
H -21.104 -20.795 -0.055
O -19.439 -18.762 -0.734
C -15.639 -14.160 -2.423
N -13.802 -15.519 0.608
H -15.576 -13.103 -2.706
C -20.850 -22.952 -8.302
N -16.250 -18.557 3.369
H -20.145 -20.390 -4.082
H -12.082 -13.442 0.256
H -17.986 -14.536 -0.476
H -17.106 -19.010 3.049
H -19.810 -23.272 -8.286
H -21.236 -22.888 5.473
H -20.216 -16.151 3.593
C -17.891 -14.466 -5.639
H -16.450 -20.089 6.410
H -19.670 -22.731 0.402
C -16.473 -20.046 5.318
N -19.892 -24.349 4.706
H -16.348 -10.684 0.535
H -16.381 -12.410 2.084
C -19.250 -25.356 1.114
H -14.656 -14.614 -2.516
C -20.549 -24.574 1.118
H -15.749 -20.983 -1.541
H -22.874 -21.092 -0.077
H -17.210 -18.086 5.217
C -19.319 -22.689 6.398
H -18.971 -21.710 -4.189
H -20.123 -21.675 -2.803
H -21.757 -26.229 1.355
C -17.289 -13.746 -0.796
N -16.480 -13.196 1.445
H -13.745 -13.027 -0.113
H -18.262 -22.783 6.132
O -22.528 -16.323 -3.365
H -18.748 -15.198 3.968
C -20.166 -19.839 3.357
H -14.428 -16.194 1.040
O -16.551 -22.935 -2.945
C -20.180 -23.001 5.194
H -20.546 -23.690 -0.794
N -21.667 -25.442 0.722
C -12.571 -10.971 0.853
O -13.000 -12.106 1.557
H -22.219 -16.123 -5.333
H -19.464 -23.368 7.246
H -18.797 -22.056 3.839
H -21.427 -23.984 -6.501
H -19.162 -18.384 -7.338
C -18.797 -16.043 1.957
H -18.689 -16.963 3.894
H -19.462 -16.514 -6.005
H -19.307 -15.232 1.438
H -14.236 -21.872 -1.874
H -19.152 -19.792 2.945
C -22.411 -17.214 -1.178
C -17.230 -12.653 0.244
H -14.367 -15.144 -0.146
H -16.583 -17.433 -5.849
H -19.524 -22.305 -6.232
C -19.876 -22.030 4.064
C -17.238 -17.784 -0.705
C -23.913 -17.100 -1.013
H -20.861 -20.040 2.522
C -14.152 -17.192 7.403
C -16.316 -18.612 4.835
H -13.225 -10.752 -0.002
C -21.830 -16.227 -2.161
H -24.302 -16.080 -1.000
C -15.713 -21.868 -3.419
H -18.468 -24.794 1.628
O -17.360 -15.847 1.847
H -14.273 -16.123 7.180
O -20.801 -22.327 -4.603
H -15.559 -11.575 -0.680
C -21.419 -22.960 -6.884
H -18.226 -12.399 0.612
H -16.868 -17.910 -1.740
O -16.043 -14.295 -1.070
H -16.282 -17.675 -0.189
H -20.756 -17.468 -0.103
O -15.113 -17.993 6.802
H -24.476 -17.666 -1.753
H -20.476 -18.851 3.701
H -18.310 -19.252 -6.231
H -17.164 -10.898 -1.039
C -19.988 -21.452 -3.856
C -13.056 -13.235 0.725
C -19.133 -16.073 3.445
H -24.168 -17.529 -0.037
H -15.524 -13.330 1.102
H -16.311 -21.182 -4.019
C -18.080 -19.001 -0.364
H -11.558 -15.280 2.074
H -23.144 -22.331 -5.994
H -20.591 -24.678 4.054
C -18.958 -17.486 -4.159
H -22.864 -21.611 -7.406
H -21.489 -23.570 -8.926
H -16.344 -14.656 -3.096
C -16.561 -11.391 -0.273
H -13.141 -17.460 7.055
C -22.022 -15.557 -4.424
H -17.715 -19.939 -0.788
H -15.042 -16.876 5.011
C -20.592 -22.100 -5.973
H -18.779 -14.474 -4.999
H -21.864 -15.219 -1.710
H -17.290 -14.909 1.589
O -21.740 -22.633 0.540
H -19.406 -26.330 1.566
C -17.419 -16.757 -6.039
H -15.965 -23.603 -2.579
H -22.051 -17.811 0.693
H -22.166 -18.195 -1.629
H -14.433 -14.136 2.078
H -22.512 -14.578 -4.464
H -17.447 -20.442 5.021
H -19.806 -25.028 5.449
C -14.972 -21.181 -2.279
H -15.672 -20.712 4.984
H -20.873 -21.933 -8.702
H -20.943 -15.386 -4.318
H -17.308 -13.558 -5.478
H -21.828 -21.760 -1.372
H -15.006 -22.315 -4.134
H -12.150 -14.030 3.185
C -21.899 -21.513 -0.309
H -19.028 -17.037 1.569
*
```

***

(5)
Entry from the OMol25 dataset: a molecular structure, C17H16N3O8SW (wB97M-V/def2-TZVPD).

Energy above the lowest of the compared OMol25 structures with the same formula, charge and spin: 0.00 kJ/mol
E_LUMO: -0.1845 hartree
HOMO-LUMO gap: 6.6 eV
E_HOMO: -11.586 eV
Calculated total energy: -51396.6277 eV

Geometry as ORCA input:
```
! RIJCOSX wB97M-V def2-TZVPD def2/J DEFGRID3
* xyz 1 1
C 3.570 3.105 -2.551
H 1.576 1.842 4.904
N 0.489 0.934 1.376
C 4.279 2.859 -3.711
H -0.130 -2.160 -0.482
H -1.177 2.335 -2.758
C 1.788 2.753 -0.932
C -3.562 -2.341 -2.372
C -0.083 -1.414 0.318
H -2.035 2.592 -1.328
S 0.556 0.348 -2.943
C 2.200 1.122 2.983
O -1.734 1.019 0.355
H -0.829 2.063 4.214
H 4.401 1.656 -5.486
H -4.480 -2.733 -2.791
H -3.511 -2.522 -1.302
O 1.845 0.171 -0.526
N -2.733 1.119 -2.470
O -2.764 1.784 2.200
H 2.387 0.346 -4.951
O 3.736 -0.009 0.675
W -0.131 0.510 -0.692
N -1.695 1.904 -1.996
C 3.851 1.866 -4.578
O 2.337 3.395 -0.087
H -2.693 -2.752 -2.877
C 2.426 2.375 -2.230
C -0.069 1.709 3.531
C -2.639 -0.190 -2.204
O 0.491 2.357 -0.770
H 0.803 -1.614 0.914
C 2.582 0.281 0.583
H 5.166 3.435 -3.933
H 3.892 3.866 -1.854
C -1.771 1.440 1.638
C 1.267 1.582 3.901
H -0.982 -1.522 0.929
C -0.415 1.373 2.241
O -3.631 -0.904 -2.614
C 2.718 1.127 -4.280
C 1.999 1.370 -3.115
O -1.648 -0.674 -1.599
C 1.758 0.803 1.714
H -3.529 1.503 -2.958
H 3.247 1.009 3.223
*
```

***

(6)
Entry from the OMol25 dataset: a single C4H3NO2 molecule (wB97M-V/def2-TZVPD).

Energy above the lowest of the compared OMol25 structures with the same formula, charge and spin: 183.53 kJ/mol
E_LUMO: -0.0378 hartree
HOMO-LUMO gap: 9.6 eV
SMILES string: [H]/N=C1/C=CC(=O)O1
E_HOMO: -10.662 eV
Calculated total energy: -9779.7845 eV

Geometry as ORCA input:
```
! RIJCOSX wB97M-V def2-TZVPD def2/J DEFGRID3
* xyz 0 1
C 1.032 -0.050 0.060
H -0.254 -1.956 -0.350
C -0.002 -1.040 0.277
C -0.992 0.978 -0.067
O -1.780 1.870 -0.161
H -2.205 -0.920 0.152
C -1.210 -0.480 0.086
O 0.385 1.175 -0.078
N 2.272 -0.236 0.086
H 2.754 0.659 -0.005
*
```

***

The lowest calculated total energy belongs to which entry?
C52H47BrFGaN4O8S2Si